Computed, not measured: 2 unconnected molecules or ions with the total composition C2H9N2O, with wB97M-V/def2-TZVPD.

ORCA input file:
```
! wB97M-V def2-TZVPD RIJCOSX def2/J DEFGRID3
* xyz 1 1
C 0.07 -1.25 1.25
N -1.57 0.64 -1.36
C -1.36 -0.17 -0.32
N -0.15 -0.34 0.12
H 0.87 -1.95 0.99
H -0.79 -1.84 1.56
H 0.46 -0.67 2.08
H -0.99 0.70 -2.16
H -2.52 0.86 -1.59
H -2.20 -0.60 0.21
H 0.60 0.22 -0.27
H 2.70 1.24 0.58
H 2.72 1.78 -0.89
O 2.17 1.39 -0.21
*
```

Computed properties:
E_HOMO	-15.10	eV

The computed Mulliken charges, all in e, follow:
1 C -0.86
2 N -0.36
3 C 0.25
4 N -0.04
5 H 0.31
6 H 0.35
7 H 0.32
8 H 0.24
9 H 0.26
10 H 0.34
11 H 0.21
12 H 0.31
13 H 0.32
14 O -0.67

=====

Computed, not measured: 2 unconnected molecules or ions with the total composition C2H9N2O, with wB97M-V/def2-TZVPD.

ORCA input file:
```
! wB97M-V def2-TZVPD RIJCOSX def2/J DEFGRID3
* xyz 1 1
C -1.35 -1.16 -1.83
N -0.23 0.35 1.31
C -0.93 -0.29 0.40
N -0.47 -0.66 -0.76
H -2.29 -1.50 -1.40
H -1.54 -0.35 -2.49
H -0.88 -1.96 -2.39
H 0.75 0.52 1.12
H -0.61 0.26 2.24
H -1.94 -0.62 0.62
H 0.50 -0.65 -1.04
H 2.70 1.70 -0.13
H 3.14 1.47 1.31
O 2.36 1.45 0.74
*
```

Computed properties:
E_HOMO	-15.15	eV

The computed Mulliken charges, all in e, follow:
1 C -0.77
2 N -0.23
3 C 0.23
4 N -0.17
5 H 0.29
6 H 0.33
7 H 0.30
8 H 0.22
9 H 0.28
10 H 0.28
11 H 0.26
12 H 0.31
13 H 0.32
14 O -0.67

=====

Computed, not measured: 2 unconnected molecules or ions with the total composition C2H9N2O, with wB97M-V/def2-TZVPD.

ORCA input file:
```
! wB97M-V def2-TZVPD RIJCOSX def2/J DEFGRID3
* xyz 1 1
C -0.89 -0.51 -0.69
C -0.04 0.75 -0.91
N 0.15 1.62 0.01
N -1.27 -0.53 0.76
O 1.97 -0.25 0.60
H -1.78 -0.71 -1.28
H -0.40 -1.44 -0.93
H 0.56 0.93 -1.93
H 0.96 2.27 0.04
H -0.28 1.47 0.94
H 1.87 -0.71 -0.19
H -2.28 -0.80 0.84
H -0.78 -1.27 1.37
H 2.21 -0.80 1.37
*
```

Computed properties:
E_HOMO	-14.74	eV

The computed Mulliken charges, all in e, follow:
1 C -0.22
2 C -0.26
3 N -0.16
4 N -0.63
5 O -0.58
6 H 0.44
7 H 0.31
8 H 0.34
9 H 0.31
10 H 0.32
11 H 0.31
12 H 0.26
13 H 0.25
14 H 0.32

=====

Computed, not measured: a molecular structure, C2H9N2O, with wB97M-V/def2-TZVPD.

ORCA input file:
```
! wB97M-V def2-TZVPD RIJCOSX def2/J DEFGRID3
* xyz 1 1
C 0.55 -0.26 2.12
N -0.25 -1.01 1.09
H 0.13 0.74 2.28
H 1.60 -0.15 1.78
H 0.54 -0.80 3.08
H -1.23 -1.11 1.40
H -0.24 -0.50 0.19
H 0.15 -1.96 0.94
O -0.30 -0.09 -0.74
C -0.02 0.81 -1.51
N -0.41 0.87 -2.81
H 0.62 1.68 -1.22
H -1.00 0.12 -3.19
H -0.13 1.66 -3.41
*
```

Computed properties:
E_HOMO	-15.69	eV

The computed Mulliken charges, all in e, follow:
1 C -0.84
2 N -0.51
3 H 0.31
4 H 0.31
5 H 0.35
6 H 0.36
7 H 0.52
8 H 0.36
9 O -0.55
10 C 0.17
11 N -0.30
12 H 0.31
13 H 0.25
14 H 0.27

=====

Computed, not measured: a gas-phase ion, C2H9N2OS (charge +1), with wB97M-V/def2-TZVPD.

ORCA input file:
```
! wB97M-V def2-TZVPD RIJCOSX def2/J DEFGRID3
* xyz 1 3
C -0.97 2.09 -0.04
C 0.21 -1.26 0.67
N 0.45 0.23 0.56
N 0.11 -1.99 -0.69
O -0.55 0.72 -0.43
S 2.07 0.71 0.11
H -1.65 1.91 0.81
H -1.85 2.55 -0.74
H -0.12 2.76 -0.03
H 0.91 -1.86 1.25
H -0.76 -1.44 1.08
H 0.63 -1.54 -1.47
H 0.60 -2.89 -0.45
H -0.83 -1.99 -0.95
H 1.76 1.99 0.32
*
```

Computed properties:
E_HOMO (alpha / beta)	-9.24 / -13.98	eV

The computed Mulliken charges, all in e, follow:
1 C -0.57
2 C -0.63
3 N 0.00
4 N -0.29
5 O -0.22
6 S -0.07
7 H 0.29
8 H 0.24
9 H 0.26
10 H 0.38
11 H 0.37
12 H 0.37
13 H 0.37
14 H 0.34
15 H 0.17

=====

Computed, not measured: 2 unconnected molecules or ions with the total composition C2H9N2S, with wB97M-V/def2-TZVPD.

ORCA input file:
```
! wB97M-V def2-TZVPD RIJCOSX def2/J DEFGRID3
* xyz -1 1
C -2.56 0.63 1.25
S -1.12 0.14 2.24
H -2.78 -0.11 0.47
H -2.46 1.58 0.69
H -3.46 0.74 1.84
N 0.35 0.00 -1.43
C 1.79 -0.25 -1.16
N 2.05 -0.89 0.11
H -0.10 -0.39 -0.59
H 0.22 0.98 -1.22
H 2.30 0.72 -1.19
H 2.22 -0.89 -1.93
H 1.91 -1.88 0.06
H 1.63 -0.37 0.87
*
```

Computed properties:
E_HOMO	-2.41	eV

The computed Mulliken charges, all in e, follow:
1 C -0.87
2 S -0.73
3 H 0.20
4 H 0.19
5 H 0.28
6 N -0.68
7 C -0.37
8 N -0.57
9 H 0.21
10 H 0.30
11 H 0.28
12 H 0.28
13 H 0.21
14 H 0.26

=====

Computed, not measured: 3 unconnected molecules or ions with the total composition C2H9N2S, with wB97M-V/def2-TZVPD.

ORCA input file:
```
! wB97M-V def2-TZVPD RIJCOSX def2/J DEFGRID3
* xyz 1 1
C -1.05 0.91 -0.52
C 0.32 0.15 -0.37
N 0.38 -0.71 0.74
N 1.40 0.96 -0.53
S 1.56 -0.90 1.78
H -1.60 0.90 0.39
H -1.57 0.51 -1.35
H -0.82 1.94 -0.74
H 0.32 -0.80 -1.01
H -1.73 -1.64 0.83
H 1.43 1.87 -0.81
H 2.30 0.52 -0.65
H -2.06 -1.68 -0.02
H 1.12 -2.04 2.27
*
```

Computed properties:
E_HOMO	-14.74	eV

The computed Mulliken charges, all in e, follow:
1 C -1.22
2 C 0.69
3 N -0.11
4 N -0.53
5 S 0.18
6 H 0.37
7 H 0.33
8 H 0.45
9 H 0.20
10 H -0.03
11 H 0.14
12 H 0.22
13 H 0.06
14 H 0.25

=====

Computed, not measured: 2 unconnected molecules or ions with the total composition C2H9N3, with wB97M-V/def2-TZVPD.

ORCA input file:
```
! wB97M-V def2-TZVPD RIJCOSX def2/J DEFGRID3
* xyz 0 1
C -0.83 1.49 -0.39
C 0.18 0.39 1.51
N 0.97 -2.09 -1.33
N 0.24 -3.00 -1.04
N -0.21 0.27 0.12
H -1.66 1.84 0.25
H -0.08 2.28 -0.44
H -1.22 1.30 -1.39
H 0.95 1.16 1.60
H -0.66 0.67 2.17
H 0.59 -0.56 1.85
H 0.89 -1.12 -0.91
H 1.74 -2.17 -2.05
H -0.89 -0.48 0.05
*
```

Computed properties:
E_HOMO	-7.64	eV

The computed Mulliken charges, all in e, follow:
1 C -0.92
2 C -0.95
3 N 0.13
4 N -0.61
5 N -0.40
6 H 0.29
7 H 0.29
8 H 0.32
9 H 0.33
10 H 0.32
11 H 0.30
12 H 0.37
13 H 0.24
14 H 0.29

=====

ΔE to the lowest compared entry with this formula, charge and spin values, unit kJ/mol, following the record order: 75.3; 62.6; 232.8; 220.6; 100.9; 61.4; 503.1; 294.6.
Max |F| values, unit eV/Å, following the record order: 2.769; 1.349; 3.124; 9.596; 4.447; 1.584; 3.983; 1.842.